{
  "formula": "C8H9N",
  "method": "the ωB97M-V functional and the def2-TZVPD basis",
  "max_force_ev_per_a": 2.61,
  "homo_energy_ha": [-0.2970, -0.2970],
  "homo_lumo_gap_ev": [7.22, 7.22],
  "species": ["C", "C", "C", "C", "C", "C", "C", "C", "N", "H", "H", "H", "H", "H", "H", "H", "H", "H"],
  "positions_angstrom": [[0.95424, 0.51784, -0.36672], [1.00074, -1.33610, 1.06797], [-0.27798, -1.74452, 1.16920], [-0.40259, 0.63935, -0.36587], [0.81497, -2.63193, 1.60671], [1.75883, -0.11472, 0.72551], [-1.22431, 0.35738, 0.74897], [-1.10594, 1.00000, -1.65005], [1.30679, -3.66874, 2.05717], [1.48239, 0.71749, -1.28991], [2.78174, -0.31884, 0.40562], [1.79665, 0.51010, 1.62588], [-2.28788, 0.26375, 0.61850], [-0.87047, 0.53533, 1.74739], [-1.83572, 1.78966, -1.48372], [-1.63398, 0.12898, -2.03733], [-0.39585, 1.33430, -2.40225], [0.74170, -4.41877, 2.42142]],
  "atomic_forces_ev_per_a": [[-0.08, 0.08, 0.35], [-1.44, -1.34, 0.22], [0.35, 2.51, -0.65], [0.54, 0.38, -0.55], [-0.32, 0.08, 0.11], [0.00, 0.81, -0.30], [0.81, -2.11, 0.58], [-0.01, -0.03, 0.06], [1.02, -0.69, 0.25], [-0.06, -0.06, -0.13], [-0.11, 0.04, 0.08], [0.07, -0.08, -0.02], [-0.20, 0.07, 0.00], [-0.01, 0.14, 0.22], [-0.06, 0.06, -0.06], [-0.07, -0.04, -0.07], [0.01, 0.01, -0.05], [-0.43, 0.16, -0.04]],
  "nbo_charge": [-0.0961, -0.1119, -0.0516, -0.1026, 0.2976, -0.4969, -0.2518, -0.6210, -0.7180, 0.2052, 0.2440, 0.2499, 0.2144, 0.2163, 0.2125, 0.2227, 0.2176, 0.3698]
}